(1)
# C9H14O

A 2-piece molecular cluster, C9H14O overall at a distorted geometry (ωB97M-V/def2-TZVPD, the OMol25 dataset).

Cartesian coordinates (Å):
H 0.7191 1.1520 -1.0020
C -0.7599 -0.9930 3.0674
H 1.5206 -0.0952 -4.1979
H 0.0986 0.7987 -4.7457
C 0.8009 1.5863 -0.0158
H 2.1651 -0.0676 1.7003
H -1.7800 1.2426 0.7843
H 0.0039 -0.8727 -2.1152
O -1.3571 -1.7770 4.0244
C 0.5958 -1.0153 2.7791
H -0.8299 -2.5888 4.1527
H -0.4098 -1.6148 -3.6406
H -2.6519 -0.1569 2.5150
C -1.5734 -0.1351 2.3689
H 1.8577 1.8467 0.0529
C 0.5716 0.3298 -3.8748
H 0.3117 2.5582 0.0457
C -1.0834 0.6697 1.3689
H 0.8374 1.1804 -3.2437
H -1.3628 -0.2968 -3.1200
C 1.0920 -0.1190 1.8381
H 1.2685 -1.6892 3.3104
C 0.2864 0.7019 1.0741
C -0.3212 -0.6452 -3.1266

Forces on atoms 1 to 6 (eV/Å):
H -0.5 -0.1 -0.3
C 0.3 -0.4 0.3
H 0.0 -0.2 0.0
H -0.1 -0.4 0.0
C 0.6 0.7 0.2
H 0.1 -0.1 -0.1

The value obtained for the HOMO-LUMO gap is 9.4 eV. For the LUMO energy, the calculation gives 0.032 Eh. As for the HOMO energy: -8.484 eV. The SMILES is Cc1ccc(O)cc1.CC. As for the energy above the lowest of the compared OMol25 structures with the same formula, charge and spin: 0.285 eV.

natural (NBO) population analysis, charges in e, atoms 1 to 6: 0.220 0.294 0.204 0.207 -0.630 0.207

=====

(2)
# C9H14O

A 2-piece molecular cluster, C9H14O overall at a distorted geometry (ωB97M-V/def2-TZVPD, the OMol25 dataset).

Cartesian coordinates (Å):
H 1.5827 0.7840 -1.2942
H -1.6210 4.2912 -0.4164
H 1.8116 -1.4530 2.1907
H -0.7163 -4.1917 -0.7127
H -0.9215 2.7157 1.8588
H -1.6304 4.7210 1.3325
H -0.8865 2.1099 0.2465
C -0.4282 -3.4407 -1.4566
H -2.3573 1.9578 1.1192
H -3.0915 4.0859 0.3267
C 1.3137 -0.1717 -0.8593
C 1.4276 -1.4358 1.1782
C -1.5231 2.6430 0.9547
H -1.3211 -3.1451 -2.0067
C 0.5887 -1.1537 -1.4985
H 0.1653 -4.0124 -2.1785
C 0.3198 -2.3582 -0.7805
H 3.4699 0.4342 1.0225
C 1.8551 -0.3661 0.4155
C -2.0344 4.0690 0.5749
C 0.7206 -2.4420 0.5241
O 2.5861 0.7316 0.8772
H 0.2660 -1.0635 -2.5257
H 0.4243 -3.3091 1.1077

Forces on atoms 1 to 6 (eV/Å):
H -0.2 -0.1 -0.4
H 0.4 0.5 0.3
H -0.4 -0.5 0.1
H -0.2 0.1 -0.1
H -0.2 -0.2 0.2
H -0.6 0.7 -0.1

The value obtained for the HOMO-LUMO gap is 9.6 eV. For the LUMO energy, the calculation gives 0.033 Eh. As for the HOMO energy: -8.751 eV. The SMILES is Cc1ccc(O)cc1.CC. As for the energy above the lowest of the compared OMol25 structures with the same formula, charge and spin: 0.825 eV.

natural (NBO) population analysis, charges in e, atoms 1 to 6: 0.223 0.204 0.221 0.213 0.203 0.213

=====

(3)
# C9H14O

A 2-piece molecular cluster, C9H14O overall at a distorted geometry (ωB97M-V/def2-TZVPD, the OMol25 dataset).

Cartesian coordinates (Å):
C 0.6595 -0.5971 -1.5392
H 0.2122 0.2096 2.1189
H 2.7208 1.3908 -2.3859
C -0.5455 -0.5733 2.2383
H -2.8501 1.1081 1.5270
O -1.8912 -1.5304 0.5185
H 0.9182 -1.7959 3.3042
C -2.0303 0.8533 0.8721
H -1.2918 1.5198 1.0392
H -2.5780 1.0592 0.0319
C 1.8173 1.3668 -1.8473
H 1.0305 -1.8385 1.4067
C -1.5571 -0.5597 1.1291
C 0.3883 -1.8081 2.2228
H -0.2544 -2.5725 2.0735
H 0.2947 2.2748 -3.3507
H 1.9133 2.2357 -1.3033
H -0.9113 0.0102 -2.9075
C -0.0948 0.2138 -2.3867
H 0.3103 -1.5286 -1.3352
C 0.5208 1.3854 -2.6109
H -1.1930 -0.5304 3.0198
C 1.8145 0.0386 -1.2093
H 2.5973 -0.3313 -0.6261

Forces on atoms 1 to 6 (eV/Å):
C 2.2 1.3 0.5
H -1.1 0.8 0.4
H 1.1 0.1 -1.7
C 3.3 -1.0 -3.2
H -0.1 -0.1 1.3
O -0.6 -0.8 -0.4

The value obtained for the HOMO-LUMO gap is 9.3 eV. For the LUMO energy, the calculation gives 0.034 Eh. As for the HOMO energy: -8.413 eV. The SMILES is C1=CCC=C1.CCC(C)=O. As for the energy above the lowest of the compared OMol25 structures with the same formula, charge and spin: 3.398 eV.

natural (NBO) population analysis, charges in e, atoms 1 to 6: -0.235 0.221 0.249 -0.514 0.236 -0.548

=====

(4)
# C9H14O

A 2-piece molecular cluster, C9H14O overall at a distorted geometry (ωB97M-V/def2-TZVPD, the OMol25 dataset).

Cartesian coordinates (Å):
C -0.3901 -1.7287 1.6428
C 0.4513 1.8332 0.7630
C -1.2275 1.6346 -2.6852
H -2.0265 0.9566 -2.7821
C -0.2718 2.1304 -0.3688
H -1.0453 -3.5963 2.5698
O 2.3428 0.5702 1.5205
H 2.5933 -0.3515 1.7744
C -1.0757 -3.0715 1.6436
C 1.4106 0.7843 0.5878
H -0.3351 -1.1208 0.7815
H -1.0951 2.8052 -0.2407
H -0.5199 -3.7033 0.8561
H -0.9037 -0.9832 2.2728
H -2.1481 -3.0634 1.3524
H -1.6738 2.6066 -2.3237
H -0.8117 1.8324 -3.6652
H 2.5521 -0.4653 -0.8352
C 1.6952 0.2200 -0.6570
C -0.2754 1.3653 -1.5850
H 0.9752 0.0396 -2.5942
H 0.3928 2.4993 1.5469
C 0.8822 0.5932 -1.7439
H 0.5042 -1.7871 2.1697

Forces on atoms 1 to 6 (eV/Å):
C -2.3 1.1 1.9
C 1.6 -2.4 -3.1
C -0.3 2.9 0.9
H -0.9 -1.1 0.0
C -1.9 -1.5 -0.9
H 0.3 -0.2 0.8

The value obtained for the HOMO-LUMO gap is 9.2 eV. For the LUMO energy, the calculation gives 0.031 Eh. As for the HOMO energy: -8.317 eV. The SMILES is Cc1ccc(O)cc1.CC. As for the energy above the lowest of the compared OMol25 structures with the same formula, charge and spin: 1.668 eV.

natural (NBO) population analysis, charges in e, atoms 1 to 6: -0.625 -0.271 -0.630 0.219 -0.183 0.207

=====

(5)
# C9H14O

A 2-piece molecular cluster, C9H14O overall at a distorted geometry (ωB97M-V/def2-TZVPD, the OMol25 dataset).

Cartesian coordinates (Å):
H -1.3318 -3.5970 1.8049
H 1.3964 -0.2274 -2.7073
H -0.8431 -1.8954 1.7730
C 0.9292 0.6820 -2.6728
C 1.1999 1.3659 1.1216
H 2.6670 0.9647 -0.4601
H 1.9088 1.2768 2.0162
H 1.0113 -3.0097 0.4500
H 0.0106 -1.5719 -0.4389
H 1.5676 1.3632 -3.0288
H -2.2024 2.1779 0.5965
C -0.7100 1.5696 -0.8995
H -0.4748 -3.2819 -0.7688
H -1.1486 2.1207 3.0774
H -2.0474 -2.4145 0.7344
H -1.4263 1.5548 -1.7121
C -1.1430 -2.7107 1.1240
O -0.2791 2.0906 2.7078
C 1.6026 1.1347 -0.2126
C -0.1585 1.6579 1.4144
H -0.0220 0.4736 -3.1009
C -1.1154 1.7771 0.4500
C 0.6242 1.1772 -1.2556
C -0.0152 -2.6783 -0.0129

Forces on atoms 1 to 6 (eV/Å):
H 0.7 0.6 -1.3
H 1.5 -2.4 0.5
H -0.2 0.1 0.6
C -2.8 0.1 3.3
C 0.5 -0.7 -0.3
H -0.7 -0.1 0.2

The value obtained for the HOMO-LUMO gap is 9.2 eV. For the LUMO energy, the calculation gives 0.032 Eh. As for the HOMO energy: -8.348 eV. The SMILES is Cc1ccc(O)cc1.CC. As for the energy above the lowest of the compared OMol25 structures with the same formula, charge and spin: 1.905 eV.

natural (NBO) population analysis, charges in e, atoms 1 to 6: 0.204 0.214 0.198 -0.627 -0.246 0.215

=====

(6)
# C9H14O

A 2-piece molecular cluster, C9H14O overall at a distorted geometry (ωB97M-V/def2-TZVPD, the OMol25 dataset).

Cartesian coordinates (Å):
C 1.0281 0.0711 1.3499
H 0.8294 -2.5171 3.0529
C 0.1936 -1.0597 1.6492
H 2.0923 -0.0842 1.2263
C 0.2944 0.9806 -3.3267
H 1.0249 -1.0202 -2.7229
H -0.6234 0.7210 -3.8341
C -1.8159 0.2698 1.3193
O -1.5346 2.5753 0.8829
H -1.8827 -1.7862 1.5535
C 0.7912 -2.3565 1.9579
H 1.1564 1.1442 -3.9721
H -0.2698 -0.5099 -1.7836
C -1.2148 -0.9335 1.4913
H 1.0045 2.1522 0.8882
C 0.6245 -0.1042 -2.2852
H 0.1680 1.9236 -2.8024
H 0.3082 -3.2438 1.5502
C -0.9736 1.3983 1.0525
H 1.1760 0.3542 -1.4639
H -2.8662 0.4351 1.5183
H -1.7880 2.7804 -0.0311
H 1.8453 -2.4314 1.7075
C 0.4324 1.2408 1.0223

Forces on atoms 1 to 6 (eV/Å):
C -0.6 -0.6 -0.3
H -0.4 0.1 -0.1
C 0.1 -0.1 -1.3
H 0.0 0.2 0.4
C 0.4 -0.4 1.0
H 0.7 0.4 0.1

The value obtained for the HOMO-LUMO gap (alpha / beta) is 10.2 / 6.9 eV. For the LUMO energy (alpha / beta), the calculation gives -0.153 / -0.287 Eh. Its spin multiplicity is 2. As for the HOMO energy (alpha / beta): -14.390 / -14.688 eV. The net charge is +1. As for the expectation value of S²: 0.7653. As for the energy above the lowest of the compared OMol25 structures with the same formula, charge and spin: 0.959 eV.

natural (NBO) population analysis, charges in e, atoms 1 to 6: -0.152 0.292 0.221 0.255 -0.605 0.225

=====

(7)
# C9H14O

A 2-piece molecular cluster, C9H14O overall at a distorted geometry (ωB97M-V/def2-TZVPD, the OMol25 dataset).

Cartesian coordinates (Å):
C 1.0377 -2.9174 -0.3664
H 2.4467 -1.3197 -0.8450
H 0.3376 2.1936 2.7955
H 0.4092 -3.0665 0.5110
C -0.3314 0.1136 1.2419
H 0.9916 2.5747 -0.7599
H 0.4563 -2.4964 -1.1872
C -1.3949 0.2473 -0.8487
O -2.4015 -0.0997 -1.6414
H -2.7942 -0.9372 -1.3719
H 1.8357 1.2534 2.4546
C 0.3433 1.3303 0.9076
H 3.1546 -2.8744 -0.3650
C -0.6179 1.3230 -1.2872
H 1.7583 2.7557 1.7257
C 0.3677 1.7619 -0.4100
C 2.3721 -2.1536 -0.1438
H -0.7679 1.7891 -2.2485
H 1.3204 -3.9145 -0.6998
C 1.0954 1.9556 2.0528
H -0.0286 -0.4086 2.1405
H -1.9516 -1.1921 0.7566
H 2.5851 -1.7295 0.8340
C -1.2627 -0.4404 0.4018

Forces on atoms 1 to 6 (eV/Å):
C 0.6 -0.2 0.0
H 0.2 -0.1 -0.1
H 0.4 0.4 0.3
H 0.0 0.2 0.1
C -0.6 -0.8 -0.6
H 0.1 0.1 0.4

The value obtained for the HOMO-LUMO gap (alpha / beta) is 10.2 / 7.2 eV. For the LUMO energy (alpha / beta), the calculation gives -0.140 / -0.275 Eh. Its spin multiplicity is 2. As for the HOMO energy (alpha / beta): -14.059 / -14.655 eV. The net charge is +1. As for the expectation value of S²: 0.7672. As for the energy above the lowest of the compared OMol25 structures with the same formula, charge and spin: 0.662 eV.

natural (NBO) population analysis, charges in e, atoms 1 to 6: -0.623 0.200 0.264 0.201 -0.151 0.255

=====

(8)
# C9H14O2

C9H14O2 in the gas phase at a distorted geometry (ωB97M-V/def2-TZVPD, the OMol25 dataset).

Cartesian coordinates (Å):
H 0.7180 -2.8701 1.8904
C 0.5302 -1.8835 2.3471
H 1.6862 2.4063 0.7479
H -3.0624 0.0814 -2.2034
H -0.7518 2.1438 0.9606
H 2.9831 0.5285 -0.6856
C -1.0738 0.2778 -0.0850
H -1.1821 1.6524 -1.7547
H 1.3492 -1.6510 3.0201
C 2.0899 0.4607 -0.0563
H -0.4137 -1.9344 2.9027
O -0.4920 -1.0058 0.2055
C 1.7318 -0.7367 0.5351
C 1.1762 1.6584 0.1011
C -0.1856 1.2540 0.7129
H -0.0211 0.3808 -2.0265
O 0.0698 0.4378 1.8723
C -2.0309 -0.2853 -2.3639
H 1.0322 2.1680 -0.8621
H -1.8498 -0.2096 -3.4466
H 2.3712 -1.5739 0.4071
C 0.4060 -0.8252 1.3076
H -2.1028 0.3128 0.2436
H -1.9688 -1.3570 -2.1602
C -1.0090 0.5698 -1.6098

Forces on atoms 1 to 6 (eV/Å):
H -0.1 0.5 0.1
C -1.4 -0.8 0.2
H -0.5 -0.3 -0.2
H 0.4 -0.3 0.1
H -0.1 0.1 0.5
H -0.3 0.1 0.4

The value obtained for the HOMO-LUMO gap is 9.8 eV. For the LUMO energy, the calculation gives 0.036 Eh. As for the HOMO energy: -8.779 eV. The SMILES is CC[C@H]1O[C@@]2(C)C=CC[C@@H]1O2. As for the energy above the lowest of the compared OMol25 structures with the same formula, charge and spin: 1.653 eV.

natural (NBO) population analysis, charges in e, atoms 1 to 6: 0.226 -0.634 0.227 0.202 0.202 0.209